The following is a DFT calculation (ωB97M-V with the def2-TZVPD basis set) of 11 unconnected molecules or ions with the total composition C4H30N2O11S in a non-equilibrium geometry.

Values from the calculation:
- energy relative to the best compared isomer or geometry (same formula, charge and spin) (eV) = 1.126
- gap between HOMO and LUMO (eV) = 9.30
- total charge = 0
- SMILES = NC(=O)NCCCS.O.O.O.O.O.O.O.O.O.O

Last columns: bonded neighbours and bond lengths (Å).
Positions of all 48 atoms, in Å:
1 C 1.57 -0.02 -0.71  N2 1.483, C6 1.607, H9 1.092, H10 1.068
2 N 2.05 0.27 0.66  C1 1.483, C3 1.399, H11 1.032
3 C 1.03 0.19 1.62  N2 1.399, N4 1.353, O5 1.223
4 N -0.08 0.86 1.25  C3 1.353, H12 1.023, H13 1.010
5 O 1.23 -0.31 2.72  C3 1.223
6 C 2.71 -0.73 -1.59  C1 1.607, C7 1.554, H14 1.122, H15 1.083
7 C 2.72 -0.11 -3.02  C6 1.554, S8 1.769, H16 1.106, H17 1.070
8 S 1.80 -1.06 -4.19  C7 1.769, H18 1.315
9 H 0.73 -0.72 -0.71  C1 1.092
10 H 1.31 0.91 -1.19  C1 1.068
11 H 2.83 -0.36 0.92  N2 1.032
12 H -1.07 0.69 1.44  N4 1.023
13 H 0.01 1.41 0.41  N4 1.010
14 H 3.68 -0.53 -1.08  C6 1.122
15 H 2.49 -1.79 -1.49  C6 1.083
16 H 2.18 0.81 -2.73  C7 1.106
17 H 3.66 0.28 -3.35  C7 1.070
18 H 0.81 -0.23 -4.41  S8 1.315
19 H 0.10 3.71 -1.31  O21 0.953
20 H -0.28 2.26 -1.72  O21 0.954
21 O 0.43 2.81 -1.40  H19 0.953, H20 0.954
22 H -1.72 -1.78 -1.65  O24 0.992
23 H -3.33 -1.39 -1.47  O24 0.976
24 O -2.41 -1.07 -1.56  H22 0.992, H23 0.976
25 H -2.81 -0.33 3.14  O27 0.956
26 H -3.93 -1.25 3.34  O27 0.966
27 O -2.99 -1.17 3.55  H25 0.956, H26 0.966
28 H -0.01 -3.32 1.11  O30 0.971
29 H 1.48 -3.45 1.39  O30 0.951
30 O 0.80 -3.76 0.81  H28 0.971, H29 0.951
31 H -3.18 1.06 1.44  O33 0.964
32 H -4.41 1.86 1.36  O33 0.980
33 O -4.10 0.99 1.71  H31 0.964, H32 0.980
34 H 2.14 3.55 2.32  O36 0.966
35 H 1.10 2.57 1.87  O36 0.977
36 O 1.19 3.50 2.13  H34 0.966, H35 0.977
37 H -1.74 0.69 -0.88  O39 0.945
38 H -3.19 1.35 -0.93  O39 0.938
39 O -2.33 1.35 -0.57  H37 0.945, H38 0.938
40 H -1.54 3.09 0.96  O42 0.949
41 H -0.69 4.41 1.20  O42 0.951
42 O -1.52 3.97 1.32  H40 0.949, H41 0.951
43 H 0.46 -2.95 -1.03  O45 0.951
44 H 0.39 -3.21 -2.51  O45 0.955
45 O 0.00 -2.68 -1.82  H43 0.951, H44 0.955
46 H -1.70 -2.06 2.76  O48 0.963
47 H -0.11 -2.00 2.91  O48 0.964
48 O -0.86 -2.48 2.53  H46 0.963, H47 0.964